Record 1
Here is the molecule C2H3N3OS2 in a non-equilibrium geometry from the OMol25 dataset. Energies are from the ωB97M-V functional and the def2-TZVPD basis.

Output
**Energy above the lowest of the compared OMol25 structures with the same formula, charge and spin**: 2.193 eV
**Frontier orbital gap**: 9.1044 eV
**SMILES**: Nn1nc(S)oc1=S
**E**: -1113.79690 Eh

Geometry (Å):
S: 0.384 -0.755 -2.521
S: -0.107 2.156 1.896
O: 0.098 0.852 -0.529
N: -0.350 -1.129 0.160
N: -0.367 -0.402 1.318
N: 0.057 -2.518 0.360
C: -0.063 -0.494 -1.015
C: -0.123 0.809 0.831
H: 0.022 3.093 0.898
H: 1.104 -2.706 0.761
H: -0.620 -3.182 0.807

***

Record 2
Here is the molecule C2H3N3S in a non-equilibrium geometry from the OMol25 dataset. Energies are from the ωB97M-V functional and the def2-TZVPD basis.

Output
**Energy above the lowest of the compared OMol25 structures with the same formula, charge and spin**: 4.129 eV
**Frontier orbital gap**: 8.2782 eV
**E**: -640.30799 Eh

Geometry (Å):
S: -2.166 0.373 0.254
N: 0.373 1.171 -0.749
N: -1.792 1.548 -0.703
N: -0.719 1.889 -1.126
C: 0.897 -1.055 0.459
C: 0.437 0.143 -0.143
H: 1.567 -0.929 1.391
H: 1.469 -1.731 -0.237
H: -0.067 -1.409 0.854

***

Record 3
Here is the molecule C2H3N3S in a non-equilibrium geometry from the OMol25 dataset. Energies are from the ωB97M-V functional and the def2-TZVPD basis.

Output
**Energy above the lowest of the compared OMol25 structures with the same formula, charge and spin**: 1.853 eV
**Frontier orbital gap**: 9.8937 eV
**SMILES**: Sc1cn[nH]n1
**E**: -640.39162 Eh

Geometry (Å):
S: 1.114 0.444 2.022
N: -0.021 -0.830 -1.465
N: -0.889 0.683 0.115
N: -1.065 -0.004 -1.104
C: 0.211 0.153 0.499
C: 0.820 -0.607 -0.440
H: -1.787 0.481 -1.816
H: -0.144 0.974 2.514
H: 1.762 -1.293 -0.326

***

Record 4
Here is the molecule C2H3N3S in a non-equilibrium geometry from the OMol25 dataset. Energies are from the ωB97M-V functional and the def2-TZVPD basis.

Output
**Energy above the lowest of the compared OMol25 structures with the same formula, charge and spin**: 2.164 eV
**Frontier orbital gap**: 9.5690 eV
**SMILES**: [H]/N=C(\C#N)NS
**E**: -640.38018 Eh

Geometry (Å):
S: -2.015 0.470 -0.353
N: 1.199 -1.377 -0.262
N: -0.758 -0.383 0.308
N: 1.419 2.140 -0.024
C: 1.038 1.014 -0.231
C: 0.555 -0.306 -0.143
H: 2.145 -1.183 -0.614
H: -0.664 -1.412 0.559
H: -2.919 1.036 0.761

***

Record 5
Here is the molecule C2H3N3S in a non-equilibrium geometry from the OMol25 dataset. Energies are from the ωB97M-V functional and the def2-TZVPD basis.

Output
**Energy above the lowest of the compared OMol25 structures with the same formula, charge and spin**: 8.094 eV
**Frontier orbital gap (alpha / beta)**: 7.2125 / 7.8172 eV
**E**: -640.16226 Eh

Geometry (Å):
S: 2.292 0.157 0.284
N: -1.813 0.332 -1.014
N: -0.232 0.536 1.065
N: -0.394 0.397 -0.268
C: 0.709 -0.566 -0.348
C: 0.795 -0.363 1.217
H: -1.790 -0.399 -1.618
H: -0.381 1.367 1.725
H: 0.815 -1.461 -1.042

***

Record 6
Here is a cluster of 2 separate species, C2H3N3S in total in a non-equilibrium geometry from the OMol25 dataset. Energies are from the ωB97M-V functional and the def2-TZVPD basis.

Output
**Energy above the lowest of the compared OMol25 structures with the same formula, charge and spin**: 4.867 eV
**Frontier orbital gap**: 7.7703 eV
**E**: -640.28086 Eh

Geometry (Å):
S: 0.428 0.806 -2.478
N: 1.855 -1.680 -3.191
N: 0.460 -0.626 -0.002
N: 0.282 -0.617 1.116
C: 0.817 -0.467 -1.222
C: 1.314 -0.863 -2.434
H: 2.744 -0.849 1.816
H: 1.648 -1.652 -4.216
H: 2.400 -0.388 1.427

***

Record 7
Here is the ion C2H3N4 with charge -1 in a non-equilibrium geometry from the OMol25 dataset. Energies are from the ωB97M-V functional and the def2-TZVPD basis.

Output
**Energy above the lowest of the compared OMol25 structures with the same formula, charge and spin**: 0.000 eV
**Frontier orbital gap**: 9.0043 eV
**Charge**: -1
**E**: -297.05210 Eh

Geometry (Å):
N: -0.922 1.242 -3.266
N: 0.820 0.368 -2.381
N: -1.212 1.002 -1.947
N: 0.291 0.852 -3.487
C: -0.123 0.475 -1.448
C: -0.026 0.020 -0.051
H: -0.528 0.776 0.489
H: -0.552 -0.889 -0.052
H: 1.086 -0.076 0.185

***

Record 8
Here is the ion C2H3N4O with charge -1 in a non-equilibrium geometry from the OMol25 dataset. Energies are from the ωB97M-V functional and the def2-TZVPD basis.

Output
**Energy above the lowest of the compared OMol25 structures with the same formula, charge and spin**: 1.121 eV
**Frontier orbital gap**: 8.1150 eV
**SMILES**: Cn1nnnc1[O-]
**Charge**: -1
**E**: -372.25155 Eh

Geometry (Å):
O: 0.682 1.267 1.662
N: 2.039 -0.747 -0.558
N: 2.210 0.164 0.349
N: -0.083 -0.147 0.057
N: 0.944 -1.131 -0.913
C: 0.918 0.532 0.741
C: -1.413 -0.007 -0.257
H: -1.887 0.713 0.504
H: -1.465 0.341 -1.342
H: -1.946 -0.984 -0.244

***

Record 9
Here is the ion C2H3N4O with charge +1 in a non-equilibrium geometry from the OMol25 dataset. Energies are from the ωB97M-V functional and the def2-TZVPD basis.

Output
**Energy above the lowest of the compared OMol25 structures with the same formula, charge and spin**: 6.702 eV
**Frontier orbital gap**: 8.5018 eV
**SMILES**: C#[N+]N/N=N\C=O
**Charge**: +1
**E**: -371.75781 Eh

Geometry (Å):
O: 2.811 -0.888 0.136
N: 0.293 1.546 0.062
N: -1.031 1.098 0.238
N: 1.289 0.836 -0.012
N: -1.361 -0.125 0.210
C: 1.917 -0.253 -0.320
C: -1.767 -1.221 0.107
H: 1.581 -0.384 -1.348
H: -1.675 1.638 0.829
H: -2.057 -2.244 0.098

***

Record 10
Here is the ion C2H3N4O with charge +1 in a non-equilibrium geometry from the OMol25 dataset. Energies are from the ωB97M-V functional and the def2-TZVPD basis.

Output
**Energy above the lowest of the compared OMol25 structures with the same formula, charge and spin**: 4.212 eV
**Frontier orbital gap (alpha / beta)**: 7.4682 / 7.4697 eV
**Charge**: +1
**E**: -371.84931 Eh

Geometry (Å):
O: -0.604 2.036 -0.038
N: -1.736 -0.051 0.203
N: 1.907 -0.037 -0.032
N: -1.327 -1.350 0.012
N: -0.073 -1.396 -0.058
C: 0.717 -0.458 -0.249
C: -0.947 0.937 -0.092
H: 2.340 0.633 -0.663
H: 2.480 -0.373 0.741
H: -2.757 0.059 0.177

***

Record 11
Here is a cluster of 2 separate species, C2H3N4S in total in a non-equilibrium geometry from the OMol25 dataset. Energies are from the ωB97M-V functional and the def2-TZVPD basis.

Output
**Energy above the lowest of the compared OMol25 structures with the same formula, charge and spin**: 2.777 eV
**Frontier orbital gap**: 6.0576 eV
**Charge**: -1
**E**: -695.16309 Eh

Geometry (Å):
S: -0.442 -1.705 0.923
N: 0.476 -4.021 2.235
N: 1.323 -4.362 1.494
N: -1.099 -2.422 -1.681
N: 2.068 -4.738 0.693
C: -1.205 0.128 0.739
C: -0.718 -2.050 -0.666
H: -1.307 0.738 1.684
H: -0.347 0.569 0.201
H: -2.157 0.332 0.277

***

Record 12
Here is the molecule C2H3N5O in a non-equilibrium geometry from the OMol25 dataset. Energies are from the ωB97M-V functional and the def2-TZVPD basis.

Output
**Energy above the lowest of the compared OMol25 structures with the same formula, charge and spin**: 4.763 eV
**Frontier orbital gap**: 10.7580 eV
**SMILES**: O=CNn1cnnn1
**E**: -426.88259 Eh

Geometry (Å):
O: 0.051 -3.026 -0.428
N: 0.275 -1.022 0.501
N: -0.556 2.297 -0.090
N: 0.708 2.283 -0.670
N: 1.260 1.051 -0.253
N: 0.207 0.391 0.389
C: -0.899 1.250 0.404
C: 0.057 -1.868 -0.663
H: -1.806 1.302 0.945
H: -0.316 -1.404 -1.519
H: 1.019 -1.255 1.385

***

Record 13
Here is the ion C2H3N6O2 with charge +1 in a non-equilibrium geometry from the OMol25 dataset. Energies are from the ωB97M-V functional and the def2-TZVPD basis.

Output
**Energy above the lowest of the compared OMol25 structures with the same formula, charge and spin**: 1.583 eV
**Frontier orbital gap (alpha / beta)**: 7.7902 / 7.7797 eV
**SMILES**: N#CN[NH+]=C=[N+]([O-])/N=[NH+]\[O-]
**Charge**: +1
**E**: -556.37901 Eh

Geometry (Å):
O: 0.660 -1.401 1.151
O: -1.717 -2.737 1.896
N: -0.134 -1.017 0.303
N: 0.735 1.732 -0.617
N: 2.431 3.494 -0.421
N: -1.493 -1.154 0.257
N: -2.119 -1.982 1.061
N: 1.007 0.523 -1.123
C: 1.606 2.700 -0.618
C: 0.467 -0.587 -0.827
H: 0.146 1.566 0.197
H: 1.603 0.624 -2.105
H: -3.190 -1.759 0.846

***

Record 14
Here is the molecule C2H3NO in a non-equilibrium geometry from the OMol25 dataset. Energies are from the ωB97M-V functional and the def2-TZVPD basis.

Output
**Energy above the lowest of the compared OMol25 structures with the same formula, charge and spin**: 5.396 eV
**Frontier orbital gap (alpha / beta)**: 7.9104 / 7.9118 eV
**E**: -207.79935 Eh

Geometry (Å):
O: -0.661 2.079 0.246
N: 0.534 -0.949 0.877
C: 0.175 -0.269 -0.196
C: -0.579 0.938 0.005
H: -0.993 -0.383 -0.788
H: 0.907 0.526 -0.803
H: 0.617 -1.943 0.659

***

Record 15
Here is the molecule C2H3NO in a non-equilibrium geometry from the OMol25 dataset. Energies are from the ωB97M-V functional and the def2-TZVPD basis.

Output
**Energy above the lowest of the compared OMol25 structures with the same formula, charge and spin**: 1.754 eV
**Frontier orbital gap**: 11.8235 eV
**SMILES**: N#CCO
**E**: -207.93322 Eh

Geometry (Å):
O: 0.440 -1.041 0.125
N: -3.147 -0.098 0.032
C: -0.250 0.098 0.254
C: -2.012 -0.049 -0.008
H: -0.087 0.740 -0.655
H: -0.235 0.540 1.292
H: 0.798 -1.373 -0.720

***

Record 16
Here is a cluster of 2 separate species, C2H3NO in total in a non-equilibrium geometry from the OMol25 dataset. Energies are from the ωB97M-V functional and the def2-TZVPD basis.

Output
**Energy above the lowest of the compared OMol25 structures with the same formula, charge and spin**: 4.603 eV
**Frontier orbital gap**: 8.6154 eV
**E**: -207.82852 Eh

Geometry (Å):
O: -1.275 -0.897 -0.072
N: 1.002 0.931 1.467
C: 0.833 1.467 0.462
C: -0.573 -0.854 -1.100
H: 0.548 1.687 -0.542
H: 0.591 -1.117 -1.128
H: -1.126 -1.217 0.913

***

Record 17
Here is a structure of composition C2H3NO in a non-equilibrium geometry from the OMol25 dataset. Energies are from the ωB97M-V functional and the def2-TZVPD basis.

Output
**Energy above the lowest of the compared OMol25 structures with the same formula, charge and spin**: 2.641 eV
**Frontier orbital gap**: 9.5958 eV
**E**: -207.90061 Eh

Geometry (Å):
O: 2.259 -0.238 0.174
N: -1.548 0.341 0.066
C: 1.290 0.421 0.012
C: -0.552 -0.400 0.037
H: 1.408 1.562 0.031
H: -0.500 -1.506 -0.209
H: -2.358 -0.179 -0.112

***

Record 18
Here is the molecule C2H3NO in a non-equilibrium geometry from the OMol25 dataset. Energies are from the ωB97M-V functional and the def2-TZVPD basis.

Output
**Energy above the lowest of the compared OMol25 structures with the same formula, charge and spin**: 4.265 eV
**Multiplicity**: 3
**Frontier orbital gap (alpha / beta)**: 7.3406 / 4.9962 eV
**<S²>**: 2.027
**E**: -207.71187 Eh

Geometry (Å):
O: 0.212 -1.704 0.615
N: -0.086 0.364 0.077
C: -0.595 1.567 0.178
C: -0.464 -0.618 0.916
H: -0.169 2.016 -0.830
H: 0.581 0.051 -0.700
H: 0.520 -1.677 -0.255

***

Record 19
Here is a structure of composition C2H3NO2 in a non-equilibrium geometry from the OMol25 dataset. Energies are from the ωB97M-V functional and the def2-TZVPD basis.

Output
**Energy above the lowest of the compared OMol25 structures with the same formula, charge and spin**: 7.070 eV
**Frontier orbital gap (alpha / beta)**: 7.8699 / 7.8708 eV
**E**: -282.99818 Eh

Geometry (Å):
O: 1.033 3.509 -0.170
O: 0.067 -0.915 0.230
N: 0.837 2.377 -0.513
C: 0.044 1.529 -0.412
C: -0.567 -1.891 0.387
H: -1.229 -2.128 -0.318
H: 0.059 0.150 -0.566
H: -0.245 -2.630 1.362

***

Record 20
Here is a cluster of 2 separate species, C2H3NO2 in total in a non-equilibrium geometry from the OMol25 dataset. Energies are from the ωB97M-V functional and the def2-TZVPD basis.

Output
**Energy above the lowest of the compared OMol25 structures with the same formula, charge and spin**: 3.969 eV
**Frontier orbital gap**: 9.3674 eV
**E**: -283.11217 Eh

Geometry (Å):
O: 1.804 -0.349 0.831
O: -0.420 -1.451 0.609
N: 2.566 0.742 -1.023
C: -0.563 -0.157 0.771
C: 2.128 0.080 -0.160
H: -0.160 -1.793 1.460
H: -0.601 0.112 -0.325
H: 2.712 0.815 -1.964